Entry 1:
# C50H70N6O5Sb3ScSi3

A molecular structure, C50H70N6O5Sb3ScSi3 (ωB97M-V/def2-TZVPD, OMol25).

XYZ file:
```
138
Properties=species:S:1:pos:R:3:forces:R:3
Sc -0.0487 0.2431 0.5418 -0.68 0.25 0.15
C -0.2402 -4.1344 3.1436 0.00 -0.01 0.00
Sb 0.0106 -3.3714 1.1353 -0.03 0.00 0.08
C -1.9756 -3.8592 0.4821 -0.02 0.01 0.01
C 0.8741 -5.2431 0.4314 -0.03 -0.02 0.00
C 0.7270 -5.4653 -1.0401 -0.03 0.00 0.01
C -0.4313 -6.0884 -1.5117 0.00 0.02 0.00
C -0.6493 -6.3059 -2.8607 0.01 -0.01 0.00
C 0.3172 -5.9104 -3.7755 -0.01 0.01 0.01
C 1.4759 -5.3062 -3.3214 0.04 0.00 0.00
C 1.7055 -5.0647 -1.9643 0.00 0.04 0.01
C 2.9653 -4.3753 -1.5545 0.00 0.01 -0.03
Sb 2.7672 -2.1921 -1.3889 0.08 -0.02 0.01
C 1.7825 -1.9611 -3.2776 0.02 -0.01 0.00
C 4.7537 -1.8312 -2.1218 0.02 -0.02 -0.01
H 0.5383 -4.8728 3.3380 0.01 0.01 0.01
H -1.2148 -4.6139 3.2401 0.01 -0.02 0.00
H -0.1597 -3.3405 3.8844 -0.01 0.01 0.00
H -2.2586 -4.8365 0.8753 -0.02 0.01 0.00
H -2.0066 -3.8778 -0.6071 -0.01 0.00 0.00
H -2.6854 -3.1085 0.8331 0.00 -0.01 0.00
H 0.3323 -6.0099 0.9881 0.01 -0.01 -0.01
H 1.9118 -5.2614 0.7632 -0.01 0.01 0.00
H -1.1741 -6.4151 -0.7924 0.01 -0.01 0.00
H -1.5574 -6.7922 -3.1933 0.00 0.00 0.00
H 0.1744 -6.0811 -4.8349 0.00 0.00 0.00
H 2.2373 -5.0103 -4.0339 0.00 0.01 0.00
H 3.7501 -4.5471 -2.2923 -0.02 0.01 -0.02
H 3.3328 -4.7254 -0.5902 0.03 -0.01 -0.01
H 2.4103 -2.3454 -4.0815 0.02 -0.01 0.00
H 1.5676 -0.9094 -3.4582 -0.02 0.00 -0.01
H 0.8473 -2.5175 -3.2528 0.06 0.00 0.01
H 4.8826 -2.3060 -3.0947 0.01 -0.01 0.00
H 5.4825 -2.2405 -1.4219 0.01 -0.01 0.00
H 4.9133 -0.7583 -2.2147 -0.02 -0.02 0.00
C 2.3648 3.2958 0.8426 -0.01 0.02 0.00
Sb 1.3940 2.9378 2.7252 0.03 0.01 -0.03
C 1.1424 0.7873 2.4413 0.13 -0.07 0.08
C 0.1171 0.2043 3.3359 0.04 -0.07 0.01
C 0.0701 0.2283 4.7413 0.02 -0.06 -0.03
C -0.9363 -0.4393 5.4051 -0.05 0.02 -0.01
C -1.9188 -1.1114 4.6783 0.02 0.01 0.00
C -1.8324 -1.0870 3.3040 0.04 -0.10 -0.01
N -0.8424 -0.4626 2.6573 0.02 0.26 -0.02
Si 2.8289 0.0339 2.8373 0.02 0.01 -0.02
C 4.1554 0.4890 1.5954 0.00 -0.01 -0.01
C 3.5029 0.5344 4.5328 0.00 0.00 0.00
C 2.7369 -1.8407 2.9125 -0.02 0.00 0.00
C -0.6047 3.9168 2.3704 0.02 0.03 0.02
C -1.3941 3.4440 1.1882 0.00 -0.03 0.03
C -2.6620 3.9805 0.9181 0.01 0.01 -0.06
C -3.2822 3.7508 -0.2943 0.00 0.00 0.02
C -2.6333 2.9844 -1.2508 0.02 0.02 0.01
C -1.4370 2.4050 -0.8863 0.00 -0.03 -0.08
N -0.8514 2.5769 0.3106 0.00 -0.24 0.00
Si -0.1866 5.7693 1.9686 -0.01 -0.01 0.02
C 0.7981 6.5143 3.3804 0.02 -0.03 0.00
C -1.6923 6.8547 1.6424 0.01 0.01 0.01
C 0.7649 6.0178 0.3730 -0.02 -0.03 -0.01
Si -1.5627 3.8519 4.0298 0.00 0.01 0.03
C -0.4134 3.6477 5.5002 -0.01 -0.06 0.01
C -2.6307 5.3394 4.4765 -0.01 -0.01 -0.04
C -2.7839 2.4304 4.0167 -0.01 0.03 0.09
H 3.0583 4.1275 0.9537 -0.01 0.00 0.00
H 1.6515 3.4978 0.0516 -0.01 0.01 -0.02
H 2.9168 2.3983 0.5875 0.00 0.02 0.00
H 0.8417 0.7578 5.2836 0.00 -0.05 -0.02
H -0.9662 -0.4380 6.4879 0.00 0.00 0.00
H -2.7230 -1.6430 5.1665 0.00 0.00 0.00
H -2.5625 -1.5974 2.6842 -0.01 0.02 0.01
H 4.5195 1.5105 1.7238 0.01 -0.01 0.00
H 3.8207 0.3678 0.5627 0.01 0.00 0.01
H 5.0071 -0.1786 1.7571 0.00 0.00 0.00
H 3.4716 1.6111 4.7131 0.00 0.00 0.00
H 4.5491 0.2209 4.5934 0.00 0.00 0.00
H 2.9735 0.0353 5.3477 0.00 0.00 0.01
H 2.6682 -2.2744 1.9134 0.00 0.00 -0.01
H 1.8919 -2.1907 3.5103 0.00 -0.02 -0.01
H 3.6517 -2.2127 3.3829 0.00 0.00 0.00
H -3.1307 4.6198 1.6527 0.00 0.00 0.01
H -4.2536 4.1851 -0.4972 0.00 0.00 0.00
H -3.0517 2.8029 -2.2304 0.00 0.01 0.00
H -0.9070 1.7574 -1.5809 -0.01 0.00 0.00
H 0.2340 6.5749 4.3123 -0.01 -0.02 0.01
H 1.0850 7.5317 3.1017 0.00 0.00 0.00
H 1.7143 5.9542 3.5790 0.00 0.01 0.01
H -2.5066 6.8088 2.3577 -0.02 0.00 0.04
H -2.0919 6.6565 0.6462 0.00 0.01 0.00
H -1.3192 7.8838 1.6344 0.00 0.00 0.01
H 1.8328 5.8385 0.4499 0.04 -0.02 0.00
H 0.6222 7.0652 0.0914 0.00 -0.01 0.00
H 0.3741 5.4071 -0.4445 0.00 -0.01 0.00
H 0.4480 4.3133 5.4688 0.01 0.07 -0.01
H -0.0332 2.6287 5.5897 -0.04 0.14 0.00
H -0.9844 3.8720 6.4057 -0.01 -0.01 0.01
H -2.0747 6.2673 4.6080 0.01 0.03 -0.02
H -3.0841 5.0935 5.4416 0.00 0.00 0.00
H -3.4493 5.5243 3.7787 0.01 -0.01 0.01
H -2.3356 1.4885 3.7082 0.06 -0.03 0.07
H -3.6366 2.6474 3.3687 0.01 0.00 0.01
H -3.1716 2.2920 5.0298 0.00 0.00 0.00
C -7.4838 -4.5747 3.3934 0.00 0.00 0.00
O -6.4670 -4.7763 2.4301 0.00 0.00 0.01
C -6.5598 -4.0823 1.2656 0.00 -0.01 -0.01
C -7.5751 -3.1821 0.9658 0.01 0.00 -0.01
C -7.5681 -2.5396 -0.2660 0.00 0.02 0.02
C -6.5381 -2.7354 -1.1705 0.02 0.11 0.05
C -5.5368 -3.6622 -0.8752 0.03 0.06 -0.05
C -5.5576 -4.3346 0.3278 0.01 -0.01 0.01
N -6.6724 -2.0488 -2.4260 0.12 -0.06 -0.10
N -5.7228 -1.5131 -3.0143 -0.14 0.10 0.11
C -4.4145 -1.3875 -2.4326 0.05 -0.08 -0.01
C -3.3525 -1.8453 -3.1703 -0.02 -0.02 0.02
C -2.0259 -1.7520 -2.7210 0.01 -0.01 0.01
C -1.7375 -1.1333 -1.5209 0.01 0.02 -0.01
O -0.5355 -0.9944 -1.0207 0.07 -0.03 -0.06
C -2.8309 -0.5775 -0.7838 0.03 -0.01 -0.01
N -2.4765 0.0807 0.3546 0.03 -0.07 -0.09
C -3.4191 0.6313 1.0806 0.05 0.04 0.07
C -4.7739 0.6114 0.7104 -0.03 -0.02 -0.01
C -5.1430 -0.0259 -0.4406 0.05 -0.06 0.00
C -4.1656 -0.6844 -1.2221 -0.07 -0.03 -0.03
H -7.2328 -5.2128 4.2357 0.00 0.00 0.00
H -8.4635 -4.8609 3.0025 0.00 0.00 0.00
H -7.5163 -3.5333 3.7249 0.00 0.00 0.00
H -8.3803 -2.9908 1.6597 0.00 0.00 0.00
H -8.3727 -1.8658 -0.5338 0.00 0.00 0.00
H -4.7494 -3.8665 -1.5877 0.00 0.01 0.00
H -4.7980 -5.0663 0.5677 0.01 0.01 0.00
H -3.5602 -2.3166 -4.1236 0.00 0.00 0.00
H -1.2162 -2.1517 -3.3163 -0.04 0.01 0.00
H -3.1051 1.1370 1.9850 -0.07 -0.07 -0.17
H -5.5024 1.1140 1.3321 0.00 0.00 0.00
H -6.1752 -0.0219 -0.7582 -0.07 -0.04 -0.02
O 3.0597 1.0213 -2.0372 -0.05 -0.16 -0.06
N 1.8677 1.1809 -1.8447 0.00 0.38 0.12
O 1.0840 1.6206 -2.6699 -0.02 -0.13 -0.06
O 1.4210 0.9112 -0.6569 0.27 0.01 -0.05
```
Forces are in eV/Å.

HOMO   -7.3967 eV
HOMO-LUMO gap   7.0 eV
Strongest force on any atom   0.0144 hartree/bohr

Here are the Mulliken charges for atoms 1 to 99, given in e: Sc -0.009; C -1.406; Sb -0.236; C -1.435; C -1.843; C 0.975; C -0.473; C -0.822; C -0.748; C -0.570; C 0.744; C -1.756; Sb 0.031; C -0.895; C -1.401; H 0.538; H 0.461; H 0.282; H 0.797; H 0.324; H 0.163; H 0.749; H 0.660; H 0.355; H 0.435; H 0.424; H 0.364; H 0.683; H 0.646; H 0.629; H 0.377; H -0.296; H 0.436; H 0.393; H 0.333; C -0.597; Sb 0.139; C 1.801; C -1.153; C -0.883; C -1.360; C -1.234; C -0.274; N 1.729; Si 0.322; C -0.877; C -1.284; C -0.213; C 2.218; C -1.884; C -0.669; C -1.465; C -1.245; C -0.200; N 1.552; Si 0.640; C -0.999; C -1.293; C -1.304; Si 0.508; C -1.050; C -1.334; C 0.145; H 0.616; H 0.050; H -0.232; H 0.878; H 0.427; H 0.548; H 0.046; H 0.337; H 0.118; H 0.479; H 0.315; H 0.387; H 0.328; H -0.473; H 0.151; H 0.607; H 0.426; H 0.427; H 0.559; H 0.276; H 0.279; H 0.463; H 0.261; H 0.332; H 0.368; H 0.471; H 0.354; H 0.475; H 0.284; H 0.271; H 0.196; H 0.469; H 0.316; H 0.431; H 0.371; H -0.903

Entry 2:
# C50H72FN5O7Y

A molecular structure, C50H72FN5O7Y (ωB97M-V/def2-TZVPD, OMol25).

XYZ file:
```
136
Properties=species:S:1:pos:R:3:forces:R:3
Y 0.2103 -0.0224 0.4462 0.45 -0.93 -2.84
C -2.9721 -0.4507 1.6953 0.02 -0.05 -0.09
N -2.3550 -0.7083 0.3830 0.03 0.04 -0.03
C -2.5695 -2.1307 0.0517 0.01 0.21 -0.03
C -3.0072 0.1287 -0.6408 0.00 -0.25 0.10
C -2.4944 1.5496 -0.6687 0.34 0.16 -0.15
N -1.0581 1.6602 -1.0369 0.06 -0.12 -0.29
C -0.6780 3.0811 -0.9299 0.09 -0.13 0.00
C 0.7833 3.4846 -0.9602 0.00 0.06 0.26
C 1.1696 4.5635 -1.7190 0.12 0.02 0.04
C 2.4013 5.1866 -1.5156 0.15 -0.11 0.25
C 3.2328 4.7425 -0.4357 -0.13 0.38 -0.40
C 2.9280 3.6914 0.3655 -0.31 -0.34 -0.03
C 1.7148 2.9388 0.0210 0.01 0.95 -0.65
O 1.4468 1.8594 0.5482 0.48 -0.35 0.59
C 3.7627 3.2858 1.5818 -0.25 0.03 -0.14
C 4.7809 4.3687 1.9405 0.10 0.09 0.06
C 2.8378 3.0891 2.7943 -0.05 0.01 0.21
C 4.5240 1.9873 1.3042 0.09 -0.12 0.09
C 2.8773 6.3575 -2.3595 0.05 -0.13 0.09
C 1.8879 6.7063 -3.4673 -0.08 0.07 -0.13
C 3.0722 7.5911 -1.4669 0.01 0.16 0.06
C 4.2265 5.9700 -2.9886 0.12 0.04 -0.08
C -0.8602 1.1891 -2.4441 0.12 0.26 0.19
C 0.5031 1.3973 -3.0474 -0.43 0.49 -0.58
C 0.6222 2.1072 -4.2544 -0.32 -0.18 0.26
C 1.7938 2.0993 -4.9814 0.30 -0.12 -0.07
C 2.8591 1.3532 -4.4443 0.08 -0.18 0.06
C 2.7891 0.6245 -3.2645 0.32 0.11 -0.41
C 1.5769 0.6687 -2.5376 -0.02 -0.62 0.96
O 1.4142 -0.0162 -1.4233 -0.14 0.11 -0.46
C 3.9282 -0.2975 -2.8015 -0.18 0.14 -0.06
C 3.4271 -1.7476 -2.7188 0.00 -0.16 -0.04
C 4.4285 0.1467 -1.4262 0.10 0.03 0.04
C 5.1142 -0.2678 -3.7630 0.14 -0.01 -0.13
C 1.9242 2.6815 -6.3968 -0.02 0.00 0.19
C 0.7087 3.5240 -6.7759 -0.16 0.12 -0.06
C 3.1804 3.5492 -6.5310 0.11 0.06 0.00
C 2.0341 1.5204 -7.3952 0.02 -0.16 -0.06
H -4.0332 -0.7220 1.6661 -0.07 -0.01 0.02
H -2.8733 0.5941 1.9772 0.00 0.02 -0.02
H -2.4727 -1.0459 2.4560 0.02 -0.01 0.01
H -3.6444 -2.3398 -0.0063 -0.02 -0.06 -0.02
H -2.1093 -2.7575 0.8092 -0.01 0.00 0.03
H -2.0913 -2.3661 -0.8958 0.00 -0.02 -0.03
H -4.0898 0.1528 -0.4662 -0.07 0.02 -0.01
H -2.8647 -0.3512 -1.6067 0.02 0.01 -0.06
H -2.6249 2.0107 0.3112 0.05 0.00 0.02
H -3.1050 2.1195 -1.3818 -0.02 0.06 -0.03
H -1.0799 3.4342 0.0246 0.07 0.00 0.06
H -1.1923 3.6532 -1.7138 -0.02 0.01 -0.05
H 0.4848 4.9329 -2.4695 0.02 0.04 -0.03
H 4.1406 5.3011 -0.2493 -0.03 -0.01 -0.01
H 4.3139 5.3463 2.0922 -0.01 -0.09 0.00
H 5.5641 4.4772 1.1847 -0.07 -0.04 0.00
H 5.2709 4.0860 2.8770 -0.01 0.03 -0.06
H 2.3016 4.0118 3.0381 0.06 -0.03 -0.04
H 3.4502 2.8280 3.6653 -0.05 0.02 -0.03
H 2.0974 2.3036 2.6377 0.15 0.07 0.01
H 5.1915 2.1057 0.4492 -0.01 0.01 0.05
H 3.8533 1.1486 1.1065 0.04 0.17 0.09
H 5.1395 1.7475 2.1821 -0.05 0.00 -0.09
H 0.9208 7.0290 -3.0706 0.09 -0.01 0.02
H 1.7119 5.8603 -4.1351 0.04 -0.03 -0.01
H 2.2867 7.5283 -4.0668 -0.02 -0.05 0.04
H 2.1336 7.8927 -0.9936 0.04 -0.05 -0.05
H 3.4289 8.4298 -2.0721 -0.02 -0.06 0.04
H 3.8069 7.4175 -0.6765 -0.05 0.00 -0.07
H 4.1645 5.0123 -3.5099 -0.06 0.03 -0.02
H 5.0143 5.8891 -2.2346 -0.07 0.00 -0.05
H 4.5341 6.7334 -3.7094 -0.01 -0.04 0.06
H -1.6036 1.6892 -3.0784 -0.07 -0.02 -0.04
H -1.0592 0.1161 -2.4652 -0.06 -0.05 0.04
H -0.2604 2.6106 -4.6418 0.07 -0.03 0.07
H 3.7717 1.2927 -5.0256 -0.04 0.03 0.04
H 2.6292 -1.8622 -1.9852 0.06 0.06 -0.06
H 4.2600 -2.4066 -2.4422 -0.06 0.05 -0.01
H 3.0472 -2.0835 -3.6883 0.04 0.03 0.04
H 3.6223 0.1412 -0.6937 0.02 -0.06 -0.11
H 4.8397 1.1593 -1.4831 -0.03 -0.06 -0.02
H 5.2311 -0.5231 -1.0854 -0.09 0.07 0.00
H 4.8462 -0.6126 -4.7664 -0.02 0.00 0.09
H 5.8944 -0.9348 -3.3840 -0.03 0.04 -0.03
H 5.5505 0.7318 -3.8556 -0.05 -0.04 0.05
H 0.5197 4.3260 -6.0559 0.08 -0.02 -0.01
H -0.2029 2.9237 -6.8483 0.09 -0.01 0.01
H 0.8718 3.9864 -7.7530 -0.01 -0.03 0.04
H 3.1434 4.4119 -5.8645 -0.04 0.04 0.07
H 3.2745 3.9236 -7.5554 -0.02 -0.05 0.06
H 4.0915 2.9907 -6.3012 -0.08 0.02 -0.01
H 1.1695 0.8561 -7.3165 0.03 0.05 0.00
H 2.9306 0.9226 -7.2078 -0.07 0.04 0.00
H 2.0890 1.8918 -8.4240 -0.01 0.02 0.09
C 6.4635 -4.7478 0.6579 0.12 0.07 -0.15
C 5.4061 -5.0448 1.6999 -0.38 0.15 0.24
N 4.4510 -3.9344 1.8825 0.37 0.25 0.12
C 3.3143 -3.9324 1.1569 0.00 -0.08 0.07
C 2.4290 -2.9037 1.0781 0.72 -0.30 0.38
C 1.1944 -3.1811 0.2763 -0.71 0.49 -0.27
O 1.0825 -4.2675 -0.2725 -0.03 0.08 0.03
O 0.3415 -2.2209 0.2811 -0.01 -0.68 -0.02
C 2.7542 -1.6720 1.7362 -0.13 -0.11 -0.29
O 2.1870 -0.5920 1.5265 0.42 0.01 0.54
C 3.8816 -1.7333 2.6853 0.06 0.01 -0.13
C 4.1436 -0.6626 3.5493 -0.21 0.04 -0.21
C 5.2475 -0.7052 4.3431 0.07 0.13 0.12
F 5.4921 0.3082 5.2209 -0.08 0.03 -0.05
C 6.1698 -1.7528 4.2956 0.32 0.03 0.10
C 5.9130 -2.8132 3.4584 -0.06 0.03 0.00
C 4.7454 -2.8341 2.6835 0.08 -0.63 -0.31
N 7.3576 -1.7693 5.0763 -0.14 -0.10 0.14
C 8.1803 -0.5944 5.2615 -0.02 -0.11 -0.11
C 8.0290 0.0382 6.6295 0.05 -0.20 0.65
N 8.2032 -1.0424 7.6933 -0.19 -0.07 -0.27
C 7.2237 -2.1897 7.4852 0.23 0.56 0.31
C 7.4940 -2.7686 6.1160 0.17 -0.03 -0.27
H 7.1528 -5.5893 0.5687 -0.05 0.02 0.01
H 7.0455 -3.8588 0.9123 -0.04 -0.03 0.02
H 6.0058 -4.5774 -0.3178 0.00 -0.01 0.04
H 5.8436 -5.2809 2.6669 0.04 -0.04 0.05
H 4.8040 -5.9082 1.4276 0.04 -0.05 -0.11
H 3.0975 -4.8350 0.5958 -0.03 0.06 -0.02
H 3.4661 0.1839 3.5732 0.01 -0.05 -0.03
H 6.6489 -3.6019 3.3990 -0.03 0.02 -0.02
H 7.9454 0.1596 4.5146 -0.04 -0.03 -0.07
H 9.2351 -0.8645 5.1166 0.00 -0.05 -0.02
H 7.0371 0.4457 6.7931 -0.03 0.06 -0.06
H 8.7882 0.7903 6.8338 -0.01 0.07 -0.09
H 8.0955 -0.6447 8.6252 -0.09 0.06 -0.01
H 9.1561 -1.4089 7.6485 0.03 -0.04 -0.04
H 6.2326 -1.7451 7.5470 -0.07 -0.04 0.01
H 7.3725 -2.8892 8.3045 0.00 -0.10 -0.04
H 6.8103 -3.5967 5.9474 -0.05 0.02 -0.09
H 8.5099 -3.1872 6.1020 0.01 -0.02 -0.01
O -0.5461 1.3012 1.9662 -1.16 1.59 0.67
O -0.2052 0.1848 2.5280 -0.08 -0.73 2.37
```
Forces are in eV/Å.

Relative energy (zero: lowest compared OMol25 entry of this formula, charge and spin)   12.0 kcal per mole
HOMO (alpha / beta)   -8.3164 / -8.3218 eV
HOMO-LUMO gap (alpha / beta)   5.2 / 5.1 eV
Total charge   +1
Strongest force on any atom   0.0587 hartree/bohr

Here are the Mulliken charges for atoms 1 to 99, given in e: Y 1.293; C -1.488; N 1.025; C -1.479; C -1.425; C -1.098; N 1.326; C -1.862; C -0.288; C -0.238; C -0.516; C -0.224; C -0.092; C 0.589; O 0.462; C 2.519; C -2.349; C -1.771; C -0.996; C 2.316; C -2.164; C -1.774; C -1.591; C -1.848; C 0.127; C -0.056; C -0.407; C -0.396; C -0.736; C 0.124; O 0.124; C 2.894; C -1.547; C -1.605; C -2.518; C 2.140; C -1.979; C -1.506; C -1.653; H 0.401; H 0.403; H 0.302; H 0.402; H 0.348; H 0.392; H 0.523; H 0.464; H 0.429; H 0.494; H 0.670; H 0.396; H 0.396; H 0.498; H 0.406; H 0.371; H 0.472; H 0.379; H 0.366; H 0.206; H 0.156; H -0.213; H 0.374; H 0.412; H 0.318; H 0.481; H 0.349; H 0.484; H 0.321; H 0.228; H 0.322; H 0.479; H 0.410; H 0.591; H 0.465; H 0.513; H 0.109; H 0.364; H 0.305; H -0.234; H 0.377; H 0.565; H 0.424; H 0.460; H 0.401; H 0.285; H 0.347; H 0.455; H 0.146; H 0.501; H 0.264; H 0.327; H 0.303; H 0.462; C -1.010; C -1.089; N 0.285; C -0.182; C -0.172; C -0.118